Computed, not measured: a cluster of 2 separate species, C9H18ClFO5P in total at a distorted geometry, with the ωB97M-V functional and the def2-TZVPD basis.

Atoms and positions in Å:
C 4.43925 -1.63514 1.09145
C 4.05770 -1.43528 -0.35492
O 3.62224 -2.29648 -0.98372
O 4.24570 -0.19310 -0.83805
C 3.01562 0.57743 -1.00254
C 2.07768 0.51019 0.18352
C 1.02790 1.65572 0.17417
C -0.14515 1.21290 1.07425
C -1.19249 0.37256 0.34494
F -1.25806 0.60284 -1.00724
P 1.67337 3.08843 0.98948
O 3.28340 3.12716 0.52601
Cl 1.87118 2.56719 3.13799
H 3.50818 -1.54356 1.64036
H 4.92231 -2.59088 1.24872
H 5.05706 -0.82018 1.44968
H 2.50364 0.31244 -1.92720
H 3.34390 1.59609 -1.13774
H 1.55291 -0.44417 0.22268
H 2.71372 0.63620 1.06900
H 0.28036 0.59109 1.86555
H -0.58730 2.12245 1.47997
H -2.17453 0.51358 0.79888
H -0.95733 -0.68555 0.47565
H 3.83080 3.41030 1.26803
C -4.72556 -1.62669 -0.54199
C -5.30843 -1.36842 -1.91432
O -5.39565 0.03959 -2.14201
O -5.53174 -1.00988 0.45468
H -4.67510 -2.69509 -0.32866
H -3.71661 -1.20158 -0.47545
H -6.32417 -1.75883 -1.97669
H -4.69729 -1.82963 -2.69633
H -4.49562 0.37732 -2.23692
H -5.84190 -0.17903 0.06877

Calculated values
- net charge = -1
- highest occupied orbital energy (eV) = -3.376
- LUMO energy (eV) = 2.744
- E (Ha) = -1631.3611